Run a
# C11H18

A molecular structure, C11H18 (ωB97M-V/def2-TZVPD, the OMol25 dataset).

Molar mass, g mol⁻¹: 150.27
LUMO, eV: 0.7
Orbital gap, Eh: 0.3626

Each line ends with the Löwdin charge.
Cartesian coordinates (Å):
1 C -2.30672 -1.15993 -0.24120  -0.107
2 C -1.83759 0.09197 -0.21238  -0.166
3 C -2.59066 1.26679 -0.09079  -0.069
4 C -4.02368 1.14332 0.08326  -0.092
5 C -4.53023 -0.15707 0.14289  -0.129
6 C -3.70787 -1.29269 -0.09013  -0.095
7 C 2.20697 0.03282 -0.00098  -0.809
8 C 3.05592 0.30792 1.21017  -0.125
9 C 1.61057 1.34483 -0.61886  -0.067
10 C 1.11870 -0.84556 0.53850  -0.148
11 C 3.16687 -0.71650 -0.99620  -0.118
12 H -1.54887 -1.97886 -0.33043  0.114
13 H -0.67925 0.28813 -0.19751  0.047
14 H -2.13858 2.22992 -0.12660  0.083
15 H -4.70948 2.09355 0.01388  0.130
16 H -5.54404 -0.55877 0.57704  0.131
17 H -4.19570 -2.27800 -0.00980  0.098
18 H 3.71075 1.45878 1.25934  0.142
19 H 2.27608 0.01373 2.40154  0.160
20 H 3.88426 -0.78615 0.88614  0.163
21 H 0.76450 1.06905 -1.34006  0.088
22 H 0.93762 1.67177 0.24096  0.092
23 H 2.35000 1.96040 -1.10147  0.070
24 H 0.71042 -1.26461 -0.47268  0.108
25 H 0.28892 -0.04310 1.02448  0.109
26 H 1.47359 -1.46680 1.64292  0.149
27 H 3.40554 -1.67060 -0.88824  0.003
28 H 2.71850 -0.70856 -2.10047  0.114
29 H 4.13349 -0.04579 -1.20333  0.124

Run b
# C11H18

2 unconnected molecules or ions with the total composition C11H18 (ωB97M-V/def2-TZVPD, the OMol25 dataset).

Molar mass, g mol⁻¹: 150.27
LUMO, eV: 0.9
Orbital gap, Eh: 0.3711

Each line ends with the Löwdin charge.
Cartesian coordinates (Å):
1 C -0.53269 1.22223 1.68696  -0.503
2 C -0.17291 2.71866 1.68856  -0.115
3 C -0.82185 0.79752 3.06678  -0.118
4 C -1.77348 0.89804 0.79868  -0.103
5 H 0.25902 0.82411 0.95542  0.107
6 H 0.68260 2.84426 2.39675  0.077
7 H -1.86858 0.36377 3.14522  0.079
8 H -0.46470 -0.25631 3.50071  0.117
9 H -0.77259 1.62023 3.76383  0.060
10 H -2.65978 1.54212 1.06293  0.091
11 H -1.45172 0.99610 -0.24131  0.064
12 H -0.95145 3.48596 2.12240  0.106
13 H 0.08009 3.14557 0.69069  0.076
14 H -2.25628 -0.11418 0.74643  0.060
15 C -1.22818 -2.44127 -0.73104  -0.070
16 C 0.77731 -1.27332 -0.13900  -0.090
17 C -0.09526 -1.55290 -1.19774  -0.299
18 C 1.84676 -0.44131 -0.30457  -0.101
19 C 2.02042 0.25158 -1.50369  -0.076
20 C 0.04975 -0.91957 -2.41214  -0.021
21 C 1.11795 0.00224 -2.50186  -0.077
22 H 0.67435 -1.71787 0.88562  0.137
23 H 2.62705 -0.37177 0.33407  0.075
24 H -2.17578 -2.06300 -0.20243  0.091
25 H -0.70835 -3.26432 -0.17196  0.089
26 H 2.81117 0.91689 -1.58025  0.085
27 H -0.66507 -1.20035 -3.18586  0.114
28 H 1.38747 0.59312 -3.30557  0.076
29 H -1.67449 -2.91585 -1.62228  0.069

run b has the most favorable energy; the next structure is 4.813 eV above.

Run a
# C11H18

2 unconnected molecules or ions with the total composition C11H18 (ωB97M-V/def2-TZVPD, the OMol25 dataset).

Molar mass, g mol⁻¹: 150.27
LUMO, eV: 1.0
Orbital gap, Eh: 0.3714

Each line ends with the Löwdin charge.
Cartesian coordinates (Å):
1 C 1.62255 1.55609 2.16468  -0.050
2 C -1.55412 2.71574 0.37291  -0.085
3 C -0.23522 2.63419 0.80286  -0.069
4 C -2.41650 1.65252 0.62810  -0.099
5 C 0.23694 1.59631 1.59243  -0.296
6 C -1.95923 0.58592 1.38023  -0.095
7 C -0.65004 0.55897 1.86126  -0.077
8 H -1.85511 3.55918 -0.22981  0.099
9 H 0.43140 3.44451 0.51235  0.111
10 H -3.42935 1.64339 0.23446  0.101
11 H -2.62233 -0.22311 1.64514  0.100
12 H 2.11553 0.62732 1.87102  0.073
13 H 1.62906 1.57345 3.25516  0.083
14 H -0.42579 -0.28383 2.51412  0.115
15 H 2.28140 2.34337 1.80532  0.075
16 C 0.86714 -1.64988 -1.46129  -0.490
17 C 0.46486 -2.15923 -0.05960  -0.085
18 C 0.64313 -2.75117 -2.50855  -0.085
19 C 0.16141 -0.34540 -1.78431  -0.092
20 H 1.93424 -1.40872 -1.39144  0.124
21 H 0.93764 -3.12677 0.14707  0.078
22 H -0.61908 -2.18316 -0.01660  0.074
23 H -0.39184 -3.09592 -2.42587  0.080
24 H 0.74523 -2.34312 -3.52319  0.073
25 H 1.38261 -3.52724 -2.32533  0.072
26 H 0.43034 0.51447 -1.16351  0.067
27 H 0.38587 -0.07505 -2.81664  0.070
28 H -0.93102 -0.39826 -1.75357  0.080
29 H 0.82027 -1.43452 0.67262  0.049

Run b
# C11H18

2 unconnected molecules or ions with the total composition C11H18 (ωB97M-V/def2-TZVPD, the OMol25 dataset).

Molar mass, g mol⁻¹: 150.27
LUMO, eV: 0.9
Orbital gap, Eh: 0.3670

Each line ends with the Löwdin charge.
Cartesian coordinates (Å):
1 C 1.92381 -0.13684 -0.65831  -0.478
2 C 3.20810 0.72558 -0.78515  -0.072
3 C 1.48968 -0.87222 -1.90729  -0.092
4 C 2.10859 -1.13266 0.48049  -0.103
5 H 1.19331 0.60217 -0.32482  0.085
6 H 3.46208 0.95794 -1.81703  0.068
7 H 2.25348 -1.55456 -2.31423  0.083
8 H 0.65691 -1.53889 -1.67982  0.071
9 H 1.24089 -0.22814 -2.75616  0.074
10 H 3.03245 -1.70062 0.37748  0.074
11 H 2.08026 -0.65491 1.47051  0.077
12 H 4.05492 0.17901 -0.36976  0.066
13 H 3.10020 1.66143 -0.24546  0.068
14 H 1.29738 -1.87097 0.58631  0.074
15 C -1.33430 0.24776 2.72956  -0.058
16 C -2.96986 -0.37582 0.94043  -0.058
17 C -1.90371 0.42313 1.35343  -0.282
18 C -3.36062 -0.38358 -0.38122  -0.090
19 C -2.78692 0.49421 -1.29486  -0.098
20 C -1.29370 1.24033 0.41200  -0.071
21 C -1.70579 1.25910 -0.91409  -0.093
22 H -3.46506 -0.99205 1.68131  0.111
23 H -4.11322 -1.09658 -0.69545  0.101
24 H -2.09920 0.18070 3.51385  0.080
25 H -0.69250 1.08271 3.02684  0.076
26 H -3.06847 0.49291 -2.34221  0.101
27 H -0.36731 1.71300 0.71864  0.102
28 H -1.21430 1.93005 -1.60696  0.105
29 H -0.72708 -0.65220 2.80197  0.076

run a has the most favorable energy; the next structure is 0.215 eV above.

Run a
# CH6NO2PS2

A single CH6NO2PS2 molecule (ωB97M-V/def2-TZVPD, the OMol25 dataset).

Molar mass, g mol⁻¹: 159.17
LUMO, eV: 0.3
Orbital gap, Eh: 0.3461

Each line ends with the Löwdin charge.
Cartesian coordinates (Å):
1 C -0.33556 2.10057 -0.10546  -0.129
2 N 1.09483 -1.93202 -0.90493  0.015
3 O 0.20050 1.30013 0.93197  -0.398
4 O 0.92930 -0.54012 -0.46802  -0.436
5 P 0.09962 -0.22583 1.01837  -0.088
6 S 1.03789 -0.81474 2.59642  0.278
7 S -1.86201 -0.62461 0.34473  0.517
8 H -1.46143 2.05232 -0.23770  0.081
9 H -0.08584 1.52355 -0.97706  0.058
10 H 0.09986 3.12527 0.02078  0.117
11 H 1.91598 -1.98254 -1.51033  0.082
12 H 0.40441 -2.11269 -1.59454  0.044
13 H -2.03755 -1.86930 0.88577  -0.139

Run b
# CH6NO2PS2

A single CH6NO2PS2 molecule (ωB97M-V/def2-TZVPD, the OMol25 dataset).

Molar mass, g mol⁻¹: 159.17
LUMO (alpha / beta), eV: 0.1 / 0.1
Orbital gap (alpha / beta), Eh: 0.3306 / 0.3306

Each line ends with the Löwdin charge.
Cartesian coordinates (Å):
1 C 1.33724 0.92743 1.06932  -0.116
2 N 0.05312 -2.01973 -1.61421  -0.056
3 O 0.03019 0.43950 1.49412  -0.386
4 O 0.32855 -1.26086 -0.52975  -0.425
5 P -0.91302 -0.05268 0.38975  0.053
6 S -2.54527 -0.86702 1.06404  0.243
7 S -0.97699 1.62095 -1.01126  0.492
8 H 1.98482 -0.00010 0.96604  0.112
9 H 1.79963 1.54087 1.77419  0.062
10 H 1.29705 1.50139 0.12517  0.039
11 H -0.10136 -1.35707 -2.42423  0.103
12 H -0.71929 -2.60315 -1.36088  0.062
13 H -1.57468 2.13048 0.05770  -0.183

run a has the most favorable energy; the next structure is 0.616 eV above.

Run a
# H4O2P3

A molecular structure, H4O2P3 (ωB97M-V/def2-TZVPD, the OMol25 dataset).

Molar mass, g mol⁻¹: 128.95
LUMO, eV: 4.3
Orbital gap, Eh: 0.2802
Charge: -1

Each line ends with the Löwdin charge.
Cartesian coordinates (Å):
1 O -4.22062 -0.22449 0.26448  -0.693
2 O -0.41296 -1.59968 0.50957  -0.606
3 P 0.07644 -0.74793 -0.53001  0.256
4 P -1.61796 1.20813 0.15883  0.256
5 P -2.89514 -0.36361 -0.35292  0.289
6 H 1.27540 -1.47672 -1.06639  -0.049
7 H -0.69022 -0.37348 -1.63936  -0.103
8 H 0.83028 0.24995 0.06500  -0.092
9 H -2.13974 2.11785 1.09805  -0.258

Run b
# H4O2P3

A molecular structure, H4O2P3 (ωB97M-V/def2-TZVPD, the OMol25 dataset).

Molar mass, g mol⁻¹: 128.95
LUMO, eV: 4.2
Orbital gap, Eh: 0.2829
Charge: -1

Each line ends with the Löwdin charge.
Cartesian coordinates (Å):
1 O -1.86554 -0.23331 2.82454  -0.714
2 O -0.59583 -1.29519 -1.43895  -0.582
3 P 0.27069 -0.07435 -1.46548  0.352
4 P 0.71911 0.30156 1.23759  0.263
5 P -1.40458 0.41983 1.57873  0.285
6 H 0.43240 0.45059 -2.84826  -0.061
7 H -0.24030 1.17577 -1.05088  -0.086
8 H 1.56192 -0.38133 -1.07385  -0.101
9 H 1.12214 -0.36357 2.23654  -0.356

Run c
# H4O2P3

A gas-phase ion, H4O2P3 (charge -1) (ωB97M-V/def2-TZVPD, the OMol25 dataset).

Molar mass, g mol⁻¹: 128.95
LUMO, eV: 4.2
Orbital gap, Eh: 0.2841
Charge: -1

Each line ends with the Löwdin charge.
Cartesian coordinates (Å):
1 O 1.06200 -3.76706 0.10097  -0.690
2 O 0.74724 -0.42466 1.73589  -0.604
3 P 0.34787 0.42868 0.61085  0.199
4 P 0.25112 -1.26862 -1.24481  0.231
5 P 1.67420 -2.46212 -0.21850  0.333
6 H 0.24109 1.74540 1.18874  -0.085
7 H 1.35309 0.86511 -0.24872  -0.078
8 H -0.99783 0.46873 0.24802  -0.078
9 H -0.83424 -2.06259 -0.93930  -0.228

run c has the most favorable energy; the next structure is 0.070 eV above.